{"formula": "C47H43BrCl2NO24", "method": "wB97M-V/def2-TZVPD", "symbols": ["Br", "Cl", "Cl", "O", "O", "O", "O", "O", "O", "O", "O", "O", "O", "O", "O", "O", "O", "O", "O", "O", "O", "O", "O", "O", "O", "O", "O", "N", "C", "C", "C", "C", "C", "C", "C", "C", "C", "C", "C", "C", "C", "C", "C", "C", "C", "C", "C", "C", "C", "C", "C", "C", "C", "C", "C", "C", "C", "C", "C", "C", "C", "C", "C", "C", "C", "C", "C", "C", "C", "C", "C", "C", "C", "C", "C", "H", "H", "H", "H", "H", "H", "H", "H", "H", "H", "H", "H", "H", "H", "H", "H", "H", "H", "H", "H", "H", "H", "H", "H", "H", "H", "H", "H", "H", "H", "H", "H", "H", "H", "H", "H", "H", "H", "H", "H", "H", "H", "H"], "positions_angstrom": [[2.205, -4.983, 2.155], [-2.470, -8.079, -2.947], [-3.771, -5.179, -3.042], [4.173, 2.397, -2.426], [0.229, -2.304, -4.660], [-2.142, 0.483, -0.588], [12.940, -0.669, -7.564], [-0.025, 5.416, 4.421], [-9.326, 4.730, 10.036], [9.746, -3.899, -6.376], [-6.659, 8.710, 7.809], [-0.158, 2.791, 4.401], [-7.468, 5.897, 11.478], [-0.980, 3.059, -0.207], [0.047, -3.323, -2.226], [-4.138, 8.750, 4.786], [-5.760, 4.022, 2.560], [10.988, 1.097, -7.557], [-3.219, 4.523, 2.973], [-6.695, 8.225, 4.421], [6.139, 0.891, -6.415], [3.976, -0.556, -6.798], [2.052, 0.907, -2.768], [-2.057, 1.463, -3.035], [-8.575, 7.598, 6.397], [7.788, -2.155, -6.445], [-0.769, 5.681, -0.205], [-1.478, -7.321, -0.555], [5.187, 0.955, -5.497], [1.971, -6.153, 0.607], [2.453, -5.511, -0.696], [4.186, 1.728, -3.441], [-8.755, 5.652, 9.485], [-3.543, 6.670, 3.892], [11.723, -1.100, -7.273], [10.084, -2.767, -6.668], [9.013, -1.714, -6.715], [-7.671, 6.358, 10.253], [-0.326, 3.420, 3.250], [-8.362, 7.125, 7.613], [-2.887, -5.729, -1.697], [2.899, 0.089, -4.803], [-0.043, -6.885, -0.779], [-1.574, -0.245, -1.520], [-5.450, 5.188, 3.111], [-0.565, 2.786, 2.094], [-7.259, 7.814, 8.373], [-0.230, 4.920, 3.330], [-0.618, 5.052, 0.953], [5.275, 1.720, -4.400], [3.983, 0.096, -5.774], [-6.970, 7.371, 9.725], [-0.741, 3.555, 0.883], [-1.439, -8.790, -0.229], [-0.378, -1.576, -3.726], [-9.058, 6.107, 8.141], [-1.044, -1.459, -1.292], [-0.431, -2.201, -2.364], [0.271, -7.853, 1.543], [-2.738, -4.736, -0.589], [10.653, -0.040, -7.296], [-1.544, 0.375, -2.896], [0.515, -6.637, 0.610], [11.448, -2.378, -6.975], [-2.334, -6.957, -1.674], [-0.903, -0.370, -3.971], [3.687, -4.615, -0.564], [-0.490, -9.066, 0.949], [-0.376, 5.687, 2.106], [-3.978, 5.417, 3.313], [2.992, 0.853, -3.707], [-4.456, 7.587, 4.248], [-6.365, 6.099, 3.465], [-5.932, 7.350, 4.061], [9.284, -0.437, -7.007], [-3.483, -3.958, -0.650], [2.384, 1.538, -2.100], [-7.935, 8.324, 6.262], [12.858, 0.289, -7.734], [2.746, -6.333, -1.346], [-0.641, 1.710, 2.026], [3.401, -3.609, -0.288], [0.179, -9.865, 0.660], [-1.101, -9.465, 1.750], [1.232, -8.207, 1.891], [0.519, -3.125, -4.224], [-2.413, 1.322, -1.013], [-1.800, -6.851, 0.289], [-0.065, -5.811, 1.024], [-2.455, -9.118, -0.059], [5.819, 0.267, -7.094], [7.883, -3.111, -6.272], [8.518, 0.325, -7.041], [4.135, -4.537, -1.549], [-0.936, 4.991, -0.873], [-7.425, 5.946, 3.327], [-2.481, 6.827, 4.027], [-9.849, 5.604, 7.604], [0.479, -7.718, -1.235], [-0.006, 3.485, 5.071], [6.134, 2.342, -4.192], [2.047, -0.543, -5.006], [-0.869, 0.090, -4.949], [-0.280, -7.503, 2.406], [-1.733, -4.321, -0.576], [2.607, -7.005, 0.817], [-4.914, 3.561, 2.413], [-0.052, -6.009, -1.407], [-4.976, 9.217, 4.963], [-1.050, -1.919, -0.313], [12.209, -3.145, -6.954], [-6.187, 7.881, 10.267], [-2.886, -5.218, 0.378], [-8.106, 5.168, 11.602], [1.684, -4.913, -1.172], [-0.284, 6.762, 2.168], [4.408, -5.006, 0.140], [-1.072, -9.285, -1.114]], "homo_ev": -10.55, "charge": 1, "energy_ha": -7171.43089, "orbital_gap_ev": 6.95}

***

{"formula": "C7H13NO", "method": "wB97M-V/def2-TZVPD", "symbols": ["O", "N", "C", "C", "C", "C", "C", "C", "C", "H", "H", "H", "H", "H", "H", "H", "H", "H", "H", "H", "H", "H"], "positions_angstrom": [[3.645, -1.865, -0.609], [2.643, 0.716, -1.137], [-1.019, 2.015, -0.321], [-0.588, 0.634, 0.090], [-1.373, -1.794, 0.077], [0.797, 0.499, 0.713], [-1.637, 1.358, 0.891], [1.877, 0.454, -0.288], [-1.053, -0.548, -0.745], [-0.289, -0.782, -1.504], [-2.658, 0.979, 0.814], [-1.611, 2.102, -1.234], [-0.329, 2.842, -0.148], [-1.375, 1.750, 1.875], [-1.953, -0.244, -1.300], [-2.160, -1.582, 0.815], [-0.492, -2.166, 0.620], [1.004, 1.346, 1.384], [-1.724, -2.607, -0.573], [0.868, -0.412, 1.326], [3.586, -1.736, 0.344], [3.841, -0.960, -1.091]], "relative_energy_kcal_mol": 34.8, "homo_ev": -10.64, "smiles": "CCC1(CC#N)CC1.O", "energy_ha": -404.47204, "orbital_gap_ev": 11.33}

***

{"formula": "C5H7Br", "method": "wB97M-V/def2-TZVPD", "symbols": ["Br", "C", "C", "C", "C", "C", "H", "H", "H", "H", "H", "H", "H"], "positions_angstrom": [[-2.451, 0.645, 0.179], [-1.277, -0.712, 0.752], [0.101, -2.243, 0.916], [0.984, 2.214, -1.306], [-0.395, -1.665, -0.142], [-0.726, -1.254, 1.821], [1.733, 1.932, -2.135], [-0.777, -1.046, 2.923], [0.095, 1.558, -1.394], [1.444, 1.955, -0.391], [-0.207, -1.628, -1.215], [0.818, -3.106, 1.243], [0.658, 3.350, -1.251]], "relative_energy_kcal_mol": 79.4, "homo_ev": -8.15, "energy_ha": -2768.56080, "orbital_gap_ev": 8.42}

***

What is the formula in the first record?
C47H43BrCl2NO24